C4H4O2 as an isolated structure. Source: OMol25; level of theory: ωB97M-V/def2-TZVPD.

Element x y z (Å)
O -0.102278 2.067568 0.832059
C -0.113502 1.077276 0.149279
C -1.082849 -0.113705 0.124637
C 0.241337 -0.919037 0.054093
O 0.652253 -0.724227 -1.280695
C 1.051103 0.272144 -0.350471
H -1.608243 -0.278919 -0.817710
H -1.778079 -0.109225 0.965694
H 0.605547 -1.772962 0.618381
H 2.101997 0.529249 -0.290854

Cartesian forces, eV/Å:
-0.2 -0.2 -0.5
0.0 0.4 0.1
-0.1 0.0 0.0
-0.1 -0.3 0.1
0.0 0.1 -0.1
0.3 0.3 0.1
0.0 0.1 0.2
0.4 -0.3 0.1
-0.2 0.1 -0.2
-0.1 -0.2 0.2

## Properties
E_HOMO	-9.669	eV
F_max	0.56	eV/A
orbital gap	10.6	eV
E_LUMO	1.0	eV